[1]
A molecular structure, C31H40FeGeN3O2PS2SiTe at a distorted geometry, computed with the ωB97M-V functional and the def2-TZVPD basis.

```
83
Properties=species:S:1:pos:R:3:forces:R:3:lowdin_spin:R:1
Fe 1.3499 -16.9708 7.1366 -0.47 2.45 -2.52 3.680
C 4.8351 -22.1712 9.4712 0.52 1.03 -0.07 0.000
Si 3.5004 -20.8992 9.9004 -0.13 -1.33 0.71 0.000
C 2.2509 -21.5259 11.1075 0.33 -1.17 0.61 0.000
C 4.3304 -19.3452 10.4766 0.33 1.88 0.69 0.001
C 2.4772 -20.5109 8.3474 -0.17 1.58 1.63 0.002
C 2.4955 -21.4579 7.3462 -1.06 1.69 -1.71 0.009
C 2.3544 -20.9653 6.0056 0.65 -0.77 1.18 0.002
C 2.3859 -19.6060 5.7931 -1.55 0.74 -0.42 0.015
N 2.1332 -18.6940 6.8131 0.06 -2.88 -0.15 0.071
C 2.0273 -19.1485 8.0739 1.05 -2.48 -1.40 0.031
S 1.3317 -17.9151 9.1974 0.66 0.29 1.20 0.046
H 5.7429 -21.8915 10.0542 -0.51 -0.15 -0.37 0.000
H 5.0932 -22.0220 8.4053 0.05 -0.44 0.43 0.000
H 4.6384 -23.2147 9.7113 -0.26 0.05 -0.25 0.000
H 1.7889 -22.4927 10.8446 0.19 0.37 -0.35 0.000
H 1.4807 -20.7908 11.0769 -0.93 0.62 0.35 0.000
H 2.5860 -21.6969 12.1372 0.09 0.40 -0.12 0.000
H 3.5480 -18.5334 10.7646 1.43 -1.29 -0.48 0.001
H 5.0149 -18.9399 9.6781 -0.76 -0.22 0.60 0.000
H 5.0170 -19.4959 11.3683 -0.98 -0.05 -0.91 0.000
H 2.4761 -22.5203 7.5872 0.65 0.21 -0.16 0.001
H 2.3531 -21.6918 5.1976 -0.03 0.44 -0.13 0.001
H 2.2789 -19.2036 4.7607 0.53 -0.06 1.02 0.001
N -0.2242 -10.5757 11.2802 -0.99 0.78 0.61 0.000
C 0.7629 -11.4102 12.0458 1.26 0.89 -0.04 0.000
P 1.0579 -12.8679 10.9604 -1.69 -1.45 -2.14 0.000
O 0.1587 -12.6475 9.7238 1.41 0.48 2.16 0.000
O 0.9339 -14.1506 11.7517 0.29 0.47 0.10 0.000
C 2.8235 -12.9826 10.3833 -0.10 -0.53 -0.77 0.000
N 3.3358 -14.2955 10.9433 -0.92 -0.39 -0.37 0.000
H -1.1011 -10.6727 11.8127 0.09 0.31 -0.49 0.000
H -0.4134 -11.0539 10.3252 0.68 0.39 0.58 0.000
H 0.0037 -9.5505 11.2992 -0.22 -1.21 -0.53 0.000
H 0.2802 -11.6916 12.9917 0.52 -0.09 -0.27 0.000
H 1.7157 -10.8080 12.2346 -1.39 -0.83 -0.15 0.000
H 3.4752 -12.2228 10.7649 0.27 0.62 -0.11 0.000
H 2.8154 -13.0009 9.2632 0.13 0.06 1.06 0.000
H 4.0763 -14.1175 11.6125 0.37 -0.35 -0.16 0.000
H 3.5929 -14.9986 10.2167 0.01 0.75 0.80 0.000
H 2.4502 -14.6369 11.4923 0.34 0.07 -0.35 0.000
Te 1.8340 -15.9938 4.6254 0.71 0.40 1.19 0.081
C -0.0950 -15.4587 4.1426 -2.00 -0.88 -0.65 0.016
C -0.9274 -16.5023 3.6964 1.74 1.08 0.50 0.009
C -2.2858 -16.1952 3.7970 -0.88 -0.60 -0.05 0.000
C -2.5353 -14.9237 4.2568 0.00 -0.72 -0.05 0.005
S -1.0732 -14.0410 4.5164 0.34 -1.42 0.16 0.004
H -0.5127 -17.4661 3.3567 -0.35 0.61 0.31 0.001
H -2.9848 -17.0277 3.5842 -0.08 1.13 0.17 0.000
H -3.5079 -14.5516 4.5563 0.22 0.31 -0.36 0.000
C -0.7764 -17.1442 12.1407 -0.17 -0.15 -1.67 0.001
Ge -1.0015 -17.7547 10.2200 -0.84 -0.54 0.38 0.008
C -2.1920 -16.5085 9.3045 0.98 1.41 -0.11 0.001
C -1.7796 -15.2286 8.8858 -0.02 -0.50 0.01 0.004
C -2.7392 -14.3811 8.3234 0.58 1.63 0.14 0.001
C -4.0761 -14.7181 8.1330 1.34 -2.57 0.36 0.000
C -4.4537 -16.0465 8.5479 -0.77 2.69 -1.15 0.001
C -3.5468 -16.8315 9.1790 0.42 -2.41 0.75 0.000
C -1.5566 -19.5659 9.8332 -0.08 -0.87 1.73 0.002
C -1.8484 -20.3318 10.9546 0.26 0.94 -0.49 0.001
C -2.3605 -21.6258 10.8564 -0.05 -1.76 -0.12 0.000
C -2.6151 -22.2489 9.6341 0.48 1.25 0.44 0.001
C -2.3627 -21.4920 8.4186 -0.19 -0.15 1.50 0.000
C -2.8179 -21.9532 7.1574 1.57 2.69 -1.33 0.000
C -2.7004 -21.0976 6.0202 -0.72 -1.49 1.11 0.000
C -2.1112 -19.8310 6.1296 -0.07 1.79 0.81 0.000
C -1.7819 -19.3684 7.4014 1.19 0.00 0.00 -0.001
C -1.7939 -20.1606 8.5788 -1.60 -0.41 -2.07 0.000
H -1.7878 -17.2116 12.5436 -0.19 0.58 -0.26 0.000
H -0.3233 -16.1504 12.1258 -0.47 0.00 0.09 0.000
H -0.2209 -17.7786 12.7725 1.03 -0.93 0.42 0.000
H -0.7273 -14.8568 8.9554 -1.03 -0.41 0.07 0.004
H -2.3722 -13.3531 8.0962 -0.47 -0.90 -0.18 0.000
H -4.6798 -14.0971 7.5129 -0.69 0.39 0.09 0.000
H -5.4620 -16.3997 8.3276 0.27 0.05 0.30 0.000
H -3.8912 -17.8236 9.5500 0.30 0.69 -0.39 0.000
H -1.7379 -19.8893 11.9377 0.13 -0.16 0.12 0.000
H -2.4672 -22.1849 11.8040 -0.29 0.30 -0.72 0.000
H -3.0590 -23.2517 9.6351 0.29 0.43 -0.26 0.000
H -3.1182 -22.9590 7.0235 -0.70 -0.71 0.06 0.000
H -3.2221 -21.4242 5.1172 0.65 0.09 0.02 0.000
H -1.9963 -19.0444 5.3297 -0.42 -1.40 0.53 0.000
H -1.4440 -18.3357 7.5898 -0.17 -0.39 -0.73 -0.001
```
Forces are in eV/Å.

- 2S+1: 5
- <S²>: 6.023
- E_LUMO (spin up / spin down): -5.54 / -5.63 eV
- Molar mass: 865.93 g/mol
- HOMO-LUMO gap (spin up / spin down): 5.88 / 5.91 eV
- Energy relative to the best compared isomer or geometry (same formula, charge and spin): 193.48 kJ/mol
- Electronic energy: -6555.3516 hartree
- Total charge: +2

[2]
A molecular structure, C21H15AsCl2ErGdO4 at a distorted geometry, computed with the ωB97M-V functional and the def2-TZVPD basis.

```
45
Properties=species:S:1:pos:R:3:forces:R:3:lowdin_spin:R:1
Er -0.6973 -0.4280 -2.7720 -4.24 1.49 2.40 3.067
Gd -0.0681 -0.2728 0.0495 0.56 -1.28 4.92 7.300
Cl -1.3249 -1.9229 -1.0516 -2.39 -4.29 -1.18 -0.021
Cl -1.2132 1.5800 -1.5822 -0.11 1.17 0.39 -0.009
C 1.0521 1.5513 0.7745 5.03 7.66 3.39 -0.005
C -0.0572 -2.0658 -3.9932 2.98 -8.45 -5.92 -0.003
C 0.0291 0.7079 -4.4395 3.59 6.07 -8.32 -0.004
O 1.6459 2.4403 1.2151 -2.60 -4.00 -2.08 0.005
O 0.2452 -3.0021 -4.5869 -1.28 3.97 2.51 0.003
O 0.3824 1.3903 -5.2964 -1.58 -3.00 3.76 0.004
O -0.9552 -0.9912 1.6741 0.70 0.98 0.27 -0.217
As -0.6685 -0.6005 3.4747 -0.41 -0.12 0.68 0.005
C -1.6815 1.0032 3.8428 -0.39 -1.04 0.71 0.001
C -2.6726 0.9482 4.8328 -0.19 -0.73 0.41 0.000
C -3.3479 2.1110 5.2061 -0.58 -0.57 0.70 0.000
C -3.0464 3.3216 4.6103 -0.42 0.78 0.25 0.000
C -2.0684 3.3803 3.6320 0.42 0.50 -0.62 0.000
C -1.4044 2.2161 3.2660 1.67 1.05 -1.95 0.000
C -1.3353 -2.2009 4.2712 -0.05 -0.05 0.13 -0.043
C -0.4837 -3.0058 5.0295 1.07 -0.08 0.16 -0.004
C -0.9723 -4.1556 5.6489 1.32 -0.02 0.35 -0.019
C -2.3024 -4.5076 5.5196 -0.44 -0.91 0.48 -0.034
C -3.1566 -3.7192 4.7724 -1.01 0.64 -0.69 -0.002
C -2.6818 -2.5672 4.1396 -0.84 0.15 -0.38 -0.023
C 1.2410 -0.3594 3.6795 -0.65 -0.03 -0.37 0.002
C 2.1692 -1.3399 3.3305 -0.02 -1.16 -0.85 0.000
C 3.5213 -1.1481 3.6097 0.26 -1.21 -0.65 -0.001
C 3.9488 0.0066 4.2338 1.08 0.38 0.35 0.001
C 3.0316 0.9810 4.5799 -0.25 0.99 0.44 -0.002
C 1.6750 0.7944 4.3030 -0.25 1.43 0.67 0.000
H -2.9148 -0.0073 5.3281 0.12 0.62 -0.24 0.000
H -4.1283 2.0604 5.9943 0.67 -0.01 -0.66 0.000
H -3.5776 4.2431 4.9138 0.37 -0.68 -0.19 0.000
H -1.8125 4.3465 3.1532 -0.18 -0.80 0.36 0.000
H -0.5939 2.2976 2.4698 -1.08 -0.05 1.12 0.000
H 0.5800 -2.7357 5.1382 -0.63 -0.22 0.06 0.000
H -0.2802 -4.7879 6.2448 -0.59 0.59 -0.47 -0.001
H -2.6836 -5.4232 6.0133 0.29 0.69 -0.37 -0.001
H -4.2255 -3.9946 4.6645 0.87 0.24 0.09 0.000
H -3.3654 -1.9461 3.5399 0.26 -0.39 0.35 0.000
H 1.8349 -2.2779 2.8340 0.31 0.62 0.51 0.000
H 4.2581 -1.9344 3.3348 -0.69 0.65 0.25 0.000
H 5.0243 0.1571 4.4643 -0.88 -0.17 -0.19 0.000
H 3.3650 1.9127 5.0876 -0.32 -0.83 -0.44 0.000
H 0.9567 1.5825 4.5993 0.49 -0.55 -0.13 0.000
```
Forces are in eV/Å.

- 2S+1: 11
- <S²>: 30.331
- E_LUMO (spin up / spin down): -15.85 / -15.66 eV
- Molar mass: 801.69 g/mol
- HOMO-LUMO gap (spin up / spin down): 3.36 / 3.64 eV
- Energy relative to the best compared isomer or geometry (same formula, charge and spin): 532.69 kJ/mol
- Electronic energy: -6045.3926 hartree
- Total charge: +4

[3]
2 unconnected molecules or ions with the total composition C5H13NS2 at a distorted geometry, computed with the ωB97M-V functional and the def2-TZVPD basis.

```
21
Properties=species:S:1:pos:R:3:forces:R:3:nbo_charge:R:1
S 2.0611 1.3347 -0.6304 -1.00 -0.56 -0.75 -0.395
S -0.7906 -1.4967 -1.3150 -0.12 0.65 -0.62 0.198
C -0.8109 0.2327 -1.4526 -0.65 -0.79 -0.60 -0.609
C -1.5098 1.0703 -0.4300 -0.90 -0.49 0.76 -0.454
C -1.1812 0.8113 1.0311 0.67 0.13 0.47 -0.232
N -0.9010 -0.5412 1.5134 0.80 -0.32 -1.29 -0.604
C 0.4129 -1.0544 1.0725 0.03 0.52 1.75 -0.229
C 1.5407 -0.5869 1.9770 0.64 -0.14 -1.32 -0.615
H 1.9481 1.5151 -1.9580 0.24 0.19 0.05 0.117
H 0.3290 0.4001 -1.4860 1.09 0.61 0.58 0.285
H -1.0493 0.5609 -2.4647 0.20 -0.09 -0.23 0.270
H -1.3447 2.1201 -0.5751 0.42 0.59 -0.40 0.232
H -2.5792 0.9767 -0.5561 -0.49 -0.38 -0.37 0.217
H -1.9349 1.2273 1.6884 -0.29 0.27 -0.08 0.205
H -0.2913 1.3910 1.1639 0.69 0.37 0.68 0.200
H -1.4721 -1.1520 0.9549 -1.05 -0.24 0.37 0.357
H 0.3363 -2.1148 1.1438 0.01 -0.85 -0.36 0.203
H 0.7468 -0.6942 0.0613 0.01 -0.24 -0.23 0.204
H 2.4918 -1.0517 1.6738 -0.35 -0.26 0.27 0.216
H 1.3242 -0.7612 3.0210 0.00 0.30 0.20 0.224
H 1.6996 0.4231 1.6319 0.06 0.75 1.12 0.209
```
Forces are in eV/Å.

- 2S+1: 1
- E_LUMO: -3.38 eV
- Molar mass: 151.30 g/mol
- HOMO-LUMO gap: 5.36 eV
- Energy relative to the best compared isomer or geometry (same formula, charge and spin): 477.63 kJ/mol
- Electronic energy: -1049.2549 hartree

Q: Which of these has the lowest 2S+1?
A: C5H13NS2

Q: Which formula does entry 3 have?
A: C5H13NS2